DFT (ωB97M-V/def2-TZVPD) results for a 2-piece molecular cluster, C4H14N2O overall at a distorted geometry.

Geometry as ORCA input:
```
! RIJCOSX wB97M-V def2-TZVPD def2/J DEFGRID3
* xyz 0 1
N -1.43 -2.42 -0.19
C -0.15 -1.77 0.12
C 0.02 -0.45 0.92
N 0.26 0.76 0.09
C 0.78 1.75 1.12
C -0.94 1.20 -0.63
H -1.72 -2.79 0.74
H -2.23 -1.77 -0.22
H 0.31 -1.55 -0.92
H 0.46 -2.59 0.46
H 0.82 -0.65 1.58
H -0.83 -0.41 1.63
H 0.48 1.39 2.10
H 1.89 1.73 0.92
H 0.44 2.76 0.95
H -0.78 0.87 -1.65
H -1.21 2.24 -0.49
H -1.87 0.57 -0.39
H 2.08 0.65 -2.76
H 1.39 0.29 -1.44
O 2.23 0.17 -1.93
*
```

Output
**Frontier orbital gap**: 10.1 eV
**SMILES**: CN(C)CCN.O
**LUMO**: 0.857 eV
**Strongest force on any atom**: 3.7 eV Å⁻¹
**E_HOMO**: -9.218 eV

---

DFT (ωB97M-V/def2-TZVPD) results for a 8-piece molecular cluster, C12H35N17O10 overall at a distorted geometry.

Geometry as ORCA input:
```
! RIJCOSX wB97M-V def2-TZVPD def2/J DEFGRID3
* xyz 0 1
C 6.50 -0.71 0.25
C 5.68 -1.03 -0.60
C 4.68 -1.69 -1.63
N 3.40 -0.95 -1.70
C 2.65 -0.96 -0.47
N 1.96 -2.09 0.10
O 2.29 -3.29 -0.48
N 2.56 0.17 0.19
C 3.20 1.44 -0.26
O 3.85 2.06 0.62
O 3.10 1.94 -1.48
H 7.35 -0.74 0.98
H 4.58 -2.79 -1.39
H 5.15 -1.64 -2.67
H 2.82 -1.20 -2.52
H 0.95 -1.92 0.11
H 2.28 -3.24 -1.46
H 2.00 0.18 1.05
C 3.15 -0.27 -5.50
O 3.29 -1.10 -4.62
N 2.84 1.02 -5.24
N 3.30 -0.57 -6.82
H 2.72 1.72 -5.95
H 2.72 1.28 -4.27
H 3.53 -1.52 -7.05
H 3.19 0.10 -7.56
C -0.57 2.20 0.27
O -0.82 1.38 -0.60
N -1.43 2.48 1.28
N 0.59 2.91 0.30
H -1.25 3.15 2.01
H -2.31 1.97 1.29
H 1.26 2.73 -0.43
H 0.81 3.58 1.01
C -2.30 -1.08 3.13
O -3.20 -0.35 3.51
N -1.17 -0.60 2.54
N -2.35 -2.43 3.25
H -0.42 -1.18 2.21
H -1.10 0.40 2.43
H -3.17 -2.82 3.68
H -1.63 -3.05 2.94
C -4.51 1.73 6.94
O -5.00 1.95 8.03
N -4.21 2.72 6.06
N -4.22 0.48 6.50
H -3.81 2.56 5.15
H -4.41 3.67 6.35
H -4.43 -0.29 7.12
H -3.82 0.28 5.60
C 7.17 -0.60 -8.26
O 6.67 -1.69 -8.51
N 6.49 0.38 -7.61
N 8.44 -0.28 -8.60
H 6.87 1.28 -7.38
H 5.54 0.17 -7.33
H 8.98 -0.98 -9.08
H 8.87 0.61 -8.40
C -4.27 2.06 -2.75
O -4.21 3.16 -3.27
N -5.42 1.32 -2.73
N -3.21 1.47 -2.14
H -5.49 0.42 -2.30
H -6.23 1.72 -3.17
H -2.34 1.99 -2.13
H -3.24 0.57 -1.71
C -7.11 -2.39 7.92
O -5.92 -2.67 7.98
N -7.56 -1.24 7.36
N -8.08 -3.21 8.41
H -8.53 -0.99 7.30
H -6.87 -0.61 6.99
H -7.78 -4.07 8.83
H -9.06 -3.00 8.37
*
```

Output
**Frontier orbital gap**: 8.1 eV
**LUMO**: -0.631 eV
**Strongest force on any atom**: 6.9 eV Å⁻¹
**E_HOMO**: -8.741 eV

---

DFT (ωB97M-V/def2-TZVPD) results for a 2-piece molecular cluster, C4H10O overall at a distorted geometry.

Geometry as ORCA input:
```
! RIJCOSX wB97M-V def2-TZVPD def2/J DEFGRID3
* xyz 0 1
C -2.20 -0.62 0.10
O -2.12 0.02 -1.18
H -1.93 -1.70 0.06
H -1.48 -0.08 0.85
H -3.28 -0.54 0.41
H -3.05 -0.08 -1.48
C 1.77 0.58 1.33
C 1.89 0.07 -0.19
C 1.03 0.32 -1.20
H 2.28 1.54 1.47
H 0.74 0.56 1.78
H 2.42 -0.18 1.80
H 2.82 -0.57 -0.48
H 0.84 -0.55 -1.86
H 0.26 1.21 -1.42
*
```

Output
**Frontier orbital gap**: 9.6 eV
**SMILES**: C=CC.CO
**LUMO**: 0.902 eV
**Strongest force on any atom**: 3.2 eV Å⁻¹
**E_HOMO**: -8.730 eV

---

DFT (ωB97M-V/def2-TZVPD) results for a 2-piece molecular cluster, C6H12 overall at a distorted geometry.

Geometry as ORCA input:
```
! RIJCOSX wB97M-V def2-TZVPD def2/J DEFGRID3
* xyz 0 1
C 0.76 1.60 -1.71
C 0.29 0.12 -1.67
C -0.42 -0.25 -0.39
C 0.27 -0.01 0.85
C -0.17 -0.59 2.10
C -1.67 -0.81 -0.43
H 0.53 2.09 -2.65
H 1.86 1.62 -1.56
H 1.43 -1.40 3.26
H 0.29 2.17 -0.90
H 1.15 -0.54 -1.80
H 1.20 0.51 0.79
H -0.78 -1.47 1.89
H 0.80 -0.99 2.77
H -0.71 0.09 2.80
H -2.21 -1.03 0.45
H -0.46 -0.06 -2.43
H -2.15 -1.04 -1.38
*
```

Output
**Frontier orbital gap**: 6.3 eV
**LUMO**: -0.881 eV
**Strongest force on any atom**: 5.2 eV Å⁻¹
**E_HOMO**: -7.179 eV